# 1
Below is 2 unconnected molecules or ions with the total composition C44H46F3N5 at a distorted geometry, with properties calculated with ωB97M-V/def2-TZVPD.

Properties
HOMO energy (eV): -6.56

Cartesian coordinates (Å):
1 C 0.71 -0.77 1.79
2 C 1.80 0.02 2.04
3 C 3.15 -0.45 1.96
4 N 4.25 -0.83 1.94
5 C 1.66 1.31 2.65
6 N 1.50 2.35 3.17
7 C -0.61 -0.33 2.31
8 C -1.19 0.87 1.83
9 C -2.47 1.27 2.23
10 C -3.22 0.45 3.09
11 C -2.66 -0.73 3.59
12 C -1.34 -1.05 3.28
13 H 0.81 -1.74 1.31
14 H -0.62 1.48 1.12
15 H -2.87 2.22 1.87
16 H -4.26 0.70 3.32
17 H -3.25 -1.41 4.22
18 H -0.86 -1.87 3.82
19 C 3.24 -3.39 -5.01
20 C 1.84 -3.73 -5.50
21 C 1.86 -4.68 -6.70
22 C 1.04 -2.47 -5.81
23 C 1.40 -1.63 -6.87
24 C 0.60 -0.55 -7.23
25 C -0.58 -0.29 -6.53
26 C -0.95 -1.10 -5.45
27 C -2.28 -0.90 -4.72
28 C -3.41 -0.48 -5.66
29 C -2.12 0.08 -3.56
30 C -0.10 -2.14 -5.06
31 N -0.49 -3.02 -3.98
32 N -1.10 -4.19 -4.32
33 N -1.40 -4.77 -3.13
34 C -2.21 -5.97 -3.11
35 C -1.59 -7.19 -3.38
36 C -0.13 -7.27 -3.83
37 C -0.01 -7.86 -5.23
38 C 0.73 -8.02 -2.81
39 C -2.34 -8.36 -3.23
40 C -3.69 -8.30 -2.89
41 C -4.30 -7.06 -2.66
42 C -3.58 -5.88 -2.80
43 C -4.27 -4.53 -2.66
44 C -4.51 -4.16 -1.19
45 C -5.58 -4.47 -3.45
46 C -0.87 -4.05 -2.07
47 C -1.03 -4.43 -0.69
48 C -0.92 -3.43 0.31
49 C -0.91 -3.78 1.65
50 C -1.14 -5.09 2.04
51 C -1.30 -5.34 3.52
52 F -1.38 -6.65 3.83
53 F -0.25 -4.81 4.23
54 F -2.44 -4.73 3.99
55 C -1.24 -6.11 1.09
56 C -1.27 -5.77 -0.26
57 C -0.26 -2.92 -2.60
58 C 0.47 -1.91 -1.99
59 H 3.19 -2.80 -4.10
60 H 3.81 -4.30 -4.79
61 H 3.79 -2.82 -5.77
62 H 1.32 -4.26 -4.70
63 H 0.83 -4.93 -7.00
64 H 2.35 -4.20 -7.56
65 H 2.38 -5.61 -6.45
66 H 2.31 -1.85 -7.42
67 H 0.88 0.08 -8.07
68 H -1.22 0.54 -6.83
69 H -2.54 -1.88 -4.32
70 H -3.47 -1.16 -6.52
71 H -4.37 -0.52 -5.14
72 H -3.26 0.54 -6.04
73 H -1.36 -0.27 -2.86
74 H -1.81 1.06 -3.94
75 H -3.06 0.19 -3.02
76 H 0.22 -6.23 -3.88
77 H -0.63 -7.29 -5.94
78 H 1.03 -7.81 -5.58
79 H -0.34 -8.90 -5.25
80 H 0.68 -7.54 -1.83
81 H 0.38 -9.05 -2.70
82 H 1.78 -8.03 -3.13
83 H -1.85 -9.33 -3.40
84 H -4.28 -9.22 -2.83
85 H -5.36 -7.01 -2.39
86 H -3.58 -3.79 -3.09
87 H -3.57 -4.17 -0.62
88 H -4.94 -3.16 -1.12
89 H -5.19 -4.88 -0.73
90 H -5.43 -4.80 -4.48
91 H -6.34 -5.11 -2.99
92 H -5.95 -3.44 -3.47
93 H -0.83 -2.39 0.00
94 H -0.71 -3.03 2.40
95 H -1.29 -7.15 1.39
96 H -1.49 -6.55 -0.98
97 H 0.87 -2.10 -1.00
98 H 0.85 -1.12 -2.63

Results of the Mulliken charge analysis, in e, for atoms 1 through 6: 0.201 1.134 -0.405 -0.492 -0.021 -0.513

---

# 2
Below is a molecular structure, C44H46FeN10O3 at a distorted geometry, with properties calculated with ωB97M-V/def2-TZVPD.

Properties
HOMO energy (spin up / spin down) (eV): -10.13 / -10.13
2S+1: 6
Energy relative to the best compared isomer or geometry (same formula, charge and spin) (kcal per mole): 0.0
Expectation value of S²: 8.7576
Charge: +1

Cartesian coordinates (Å):
1 Fe 0.41 1.47 0.19
2 O 5.38 -0.67 4.58
3 C 4.31 -0.11 4.91
4 O 3.71 -0.04 5.98
5 C 3.60 0.59 3.72
6 C 2.48 1.37 3.97
7 C 1.71 1.79 2.90
8 N 2.03 1.47 1.64
9 C 3.18 0.83 1.39
10 C 3.99 0.38 2.41
11 C 3.46 0.65 -0.06
12 C 4.63 0.09 -0.55
13 C 4.78 -0.02 -1.92
14 C 3.77 0.44 -2.76
15 C 2.63 0.98 -2.18
16 N 2.48 1.08 -0.86
17 C 0.46 2.58 3.03
18 C -0.01 3.05 4.24
19 C -1.16 3.83 4.24
20 C -1.78 4.13 3.04
21 C -1.25 3.59 1.88
22 N -0.17 2.81 1.87
23 H 2.22 1.55 5.00
24 H 4.90 -0.19 2.24
25 H 5.40 -0.25 0.12
26 H 5.68 -0.46 -2.34
27 H 3.86 0.38 -3.83
28 H 1.82 1.37 -2.78
29 H 0.51 2.84 5.16
30 H -1.55 4.22 5.17
31 H -2.65 4.76 2.99
32 H -1.69 3.80 0.91
33 C -2.70 -2.96 -4.13
34 C -1.91 -2.05 -5.03
35 C -2.10 -2.08 -6.41
36 C -1.39 -1.24 -7.26
37 C -0.44 -0.38 -6.73
38 C -0.22 -0.35 -5.36
39 C -0.97 -1.16 -4.52
40 N -0.75 -1.16 -3.11
41 C -0.61 -0.08 -2.29
42 N -0.99 1.10 -2.85
43 C -0.72 2.43 -2.47
44 C 0.05 2.74 -1.36
45 C 0.35 4.09 -1.12
46 C -0.13 5.09 -1.95
47 C -0.92 4.75 -3.04
48 C -1.22 3.43 -3.33
49 C -2.05 3.08 -4.53
50 N -0.17 -0.20 -1.06
51 C 0.09 -1.55 -0.62
52 C 1.39 -2.03 -0.61
53 C 1.68 -3.30 -0.12
54 C 0.65 -4.10 0.35
55 C -0.66 -3.63 0.31
56 C -0.96 -2.35 -0.16
57 C -2.39 -1.88 -0.15
58 H -3.42 -3.53 -4.70
59 H -3.24 -2.39 -3.37
60 H -2.05 -3.67 -3.60
61 H -2.83 -2.76 -6.82
62 H -1.56 -1.28 -8.32
63 H 0.14 0.26 -7.38
64 H 0.54 0.30 -4.95
65 H -0.65 -2.06 -2.67
66 H -1.42 0.99 -3.75
67 H 0.96 4.36 -0.26
68 H 0.10 6.13 -1.75
69 H -1.30 5.53 -3.69
70 H -2.41 3.98 -5.03
71 H -2.93 2.48 -4.26
72 H -1.49 2.51 -5.28
73 H 2.19 -1.42 -1.01
74 H 2.70 -3.66 -0.12
75 H 0.86 -5.09 0.73
76 H -1.46 -4.26 0.67
77 H -3.06 -2.72 0.01
78 H -2.68 -1.39 -1.08
79 H -2.56 -1.17 0.66
80 C -3.29 2.11 -0.40
81 O -2.15 1.47 0.15
82 H -3.91 2.57 0.37
83 H -3.89 1.40 -0.98
84 H -2.92 2.89 -1.07
85 H -2.37 0.92 0.92
86 C -1.75 -3.57 4.93
87 C -0.27 -3.28 5.14
88 C 0.60 -4.04 4.14
89 C 0.05 -1.78 5.13
90 N -0.26 -1.13 3.85
91 C 0.53 -0.91 2.80
92 N -0.16 -0.27 1.88
93 N -1.39 -0.11 2.40
94 N -1.47 -0.62 3.57
95 H -1.95 -4.63 5.06
96 H -2.07 -3.29 3.92
97 H -2.38 -3.02 5.64
98 H 0.00 -3.60 6.15
99 H 0.41 -3.70 3.12
100 H 0.38 -5.10 4.18
101 H 1.66 -3.91 4.35
102 H 1.11 -1.61 5.30
103 H -0.52 -1.24 5.89
104 H 1.56 -1.22 2.74

Results of the Mulliken charge analysis, in e, for atoms 1 through 6: 1.720 -0.729 0.270 -0.709 -0.420 -0.678

---

# 3
Below is a molecular structure, C44H46N4O6S2SiZr, with properties calculated with ωB97M-V/def2-TZVPD.

Properties
HOMO energy (eV): -0.79
Energy relative to the best compared isomer or geometry (same formula, charge and spin) (kcal per mole): 48.6
Charge: -2

Cartesian coordinates (Å):
1 Zr 0.15 -0.67 -0.58
2 C -0.24 -2.73 3.14
3 O -0.81 -1.82 2.22
4 C -2.16 -1.68 2.21
5 C -3.00 -2.37 3.06
6 C -4.38 -2.19 2.98
7 C -4.90 -1.34 2.03
8 C -4.05 -0.65 1.17
9 C -2.68 -0.79 1.26
10 N -1.81 -0.07 0.37
11 N -2.53 0.59 -0.67
12 C -2.79 -0.17 -1.77
13 C -2.18 -1.40 -2.14
14 O -1.21 -1.99 -1.38
15 C -2.50 -2.00 -3.36
16 C -3.41 -1.49 -4.25
17 C -4.06 -0.28 -3.93
18 C -5.01 0.33 -4.80
19 C -5.63 1.49 -4.47
20 C -5.35 2.12 -3.24
21 C -4.43 1.57 -2.39
22 C -3.75 0.36 -2.70
23 H -0.54 -3.75 2.91
24 H 0.84 -2.64 3.03
25 H -0.53 -2.47 4.16
26 H -2.60 -3.07 3.79
27 H -5.03 -2.74 3.65
28 H -5.98 -1.20 1.95
29 H -4.44 0.02 0.41
30 H -1.98 -2.93 -3.59
31 H -3.62 -1.99 -5.19
32 H -5.22 -0.17 -5.74
33 H -6.35 1.94 -5.15
34 H -5.85 3.04 -2.97
35 H -4.20 2.03 -1.44
36 C 4.15 -5.24 3.14
37 Si 4.27 -4.24 1.55
38 C 3.80 -5.32 0.12
39 C 6.06 -3.73 1.31
40 C 3.33 -2.64 1.81
41 C 3.86 -1.73 2.69
42 C 3.34 -0.44 2.82
43 C 2.31 -0.09 1.98
44 N 1.76 -0.95 1.12
45 C 2.20 -2.23 1.05
46 S 1.21 -3.20 0.05
47 H 4.79 -6.13 3.10
48 H 3.12 -5.57 3.30
49 H 4.45 -4.65 4.01
50 H 4.50 -6.15 0.04
51 H 3.82 -4.74 -0.80
52 H 2.78 -5.71 0.23
53 H 6.69 -4.59 1.11
54 H 6.46 -3.20 2.18
55 H 6.11 -3.05 0.45
56 H 4.72 -2.01 3.29
57 H 3.76 0.28 3.51
58 H 1.88 0.90 2.00
59 C 3.68 5.50 -2.24
60 C 3.72 3.99 -2.15
61 C 4.29 3.23 -3.16
62 C 4.26 1.84 -3.11
63 C 3.67 1.21 -2.04
64 C 3.10 1.96 -1.01
65 C 3.13 3.34 -1.07
66 S 3.51 -0.58 -2.00
67 O 4.02 -1.00 -0.71
68 O 4.26 -1.02 -3.16
69 N 1.97 -0.87 -2.10
70 C 1.38 -0.44 -3.38
71 C 0.64 0.88 -3.15
72 O 0.60 1.76 -3.98
73 O 0.08 0.91 -1.96
74 H 4.42 5.87 -2.94
75 H 3.85 5.96 -1.27
76 H 2.69 5.83 -2.59
77 H 4.74 3.73 -4.01
78 H 4.69 1.24 -3.90
79 H 2.62 1.45 -0.19
80 H 2.66 3.92 -0.28
81 H 0.62 -1.17 -3.68
82 H 2.10 -0.35 -4.19
83 C -0.99 3.11 -0.17
84 C -1.07 2.30 1.13
85 C 0.02 2.88 2.05
86 C -0.75 0.80 0.96
87 C -2.42 2.45 1.83
88 C -3.51 3.05 1.22
89 C -4.74 3.14 1.86
90 C -4.91 2.62 3.13
91 C -3.83 2.02 3.76
92 C -2.61 1.93 3.11
93 H 0.01 3.00 -0.59
94 H -1.17 4.17 0.03
95 H -1.68 2.73 -0.92
96 H 0.99 2.83 1.55
97 H 0.10 2.34 3.00
98 H -0.19 3.93 2.27
99 H -0.53 0.38 1.94
100 H -3.41 3.43 0.21
101 H -5.58 3.60 1.34
102 H -5.87 2.67 3.63
103 H -3.94 1.58 4.74
104 H -1.79 1.42 3.61

Results of the Mulliken charge analysis, in e, for atoms 1 through 6: 0.084 -0.930 0.152 0.459 -0.906 -0.794

---

# 4
Below is 7 unconnected molecules or ions with the total composition C44H47F10NSi, with properties calculated with ωB97M-V/def2-TZVPD.

Properties
HOMO energy (eV): -8.44

Cartesian coordinates (Å):
1 C 1.02 3.62 -0.40
2 N 0.30 2.63 -1.21
3 C 1.18 1.68 -1.93
4 Si 1.13 -0.11 -1.37
5 C 1.38 -0.13 0.48
6 C 2.54 -1.04 -2.23
7 C 3.32 -1.96 -1.34
8 F 4.34 -2.60 -2.06
9 C -0.46 -0.97 -1.90
10 C -1.77 -0.19 -1.67
11 C -2.47 -0.51 -0.37
12 F -3.61 -1.21 -0.55
13 F -1.72 -1.23 0.49
14 F -2.82 0.62 0.30
15 H 1.17 3.31 0.65
16 H 2.00 3.79 -0.84
17 H 0.47 4.56 -0.38
18 H -0.32 2.12 -0.59
19 H 0.97 1.73 -3.01
20 H 2.22 1.99 -1.83
21 H 0.77 0.63 0.99
22 H 1.20 -1.10 0.93
23 H 2.43 0.15 0.68
24 H 2.09 -1.64 -3.03
25 H 3.21 -0.33 -2.72
26 H 2.70 -2.75 -0.92
27 H 3.81 -1.44 -0.51
28 H -0.50 -1.95 -1.41
29 H -0.36 -1.17 -2.97
30 H -1.62 0.89 -1.70
31 H -2.48 -0.41 -2.47
32 F -1.06 0.39 -4.97
33 C -0.96 -0.73 -5.72
34 C -2.09 -1.48 -5.96
35 C -1.95 -2.65 -6.69
36 C -0.71 -3.05 -7.16
37 C 0.41 -2.27 -6.90
38 C 0.29 -1.10 -6.17
39 H -3.05 -1.15 -5.58
40 H -2.83 -3.26 -6.89
41 H -0.61 -3.97 -7.72
42 H 1.38 -2.58 -7.26
43 H 1.15 -0.47 -5.96
44 F 3.92 -0.84 3.45
45 C 3.81 -2.16 3.17
46 C 2.55 -2.69 3.01
47 C 2.43 -4.04 2.71
48 C 3.57 -4.83 2.58
49 C 4.83 -4.26 2.76
50 C 4.96 -2.91 3.05
51 H 1.68 -2.05 3.11
52 H 1.45 -4.47 2.57
53 H 3.48 -5.88 2.35
54 H 5.71 -4.87 2.66
55 H 5.92 -2.45 3.19
56 F 4.08 4.18 -1.77
57 C 4.91 5.20 -1.45
58 C 4.90 5.68 -0.15
59 C 5.75 6.72 0.17
60 C 6.59 7.27 -0.80
61 C 6.57 6.76 -2.09
62 C 5.73 5.72 -2.43
63 H 4.23 5.23 0.58
64 H 5.76 7.11 1.18
65 H 7.25 8.08 -0.54
66 H 7.22 7.19 -2.85
67 H 5.70 5.30 -3.43
68 F -5.02 0.43 6.99
69 C -4.80 0.14 5.68
70 C -5.80 0.39 4.76
71 C -5.56 0.09 3.43
72 C -4.34 -0.46 3.04
73 C -3.36 -0.70 3.99
74 C -3.58 -0.40 5.33
75 H -6.74 0.82 5.09
76 H -6.33 0.28 2.70
77 H -4.17 -0.70 2.00
78 H -2.41 -1.12 3.69
79 H -2.83 -0.58 6.08
80 F -5.09 7.01 5.60
81 C -5.50 5.81 6.06
82 C -4.56 4.90 6.47
83 C -4.99 3.66 6.93
84 C -6.35 3.37 6.97
85 C -7.27 4.31 6.55
86 C -6.86 5.55 6.09
87 H -3.51 5.15 6.42
88 H -4.27 2.93 7.26
89 H -6.68 2.40 7.33
90 H -8.33 4.08 6.58
91 H -7.56 6.30 5.75
92 F 0.06 -3.27 -3.70
93 C 0.15 -4.61 -3.60
94 C -1.02 -5.35 -3.65
95 C -0.92 -6.73 -3.55
96 C 0.32 -7.34 -3.39
97 C 1.47 -6.56 -3.34
98 C 1.39 -5.18 -3.44
99 H -1.97 -4.85 -3.78
100 H -1.81 -7.33 -3.59
101 H 0.39 -8.42 -3.31
102 H 2.44 -7.03 -3.21
103 H 2.27 -4.55 -3.40

Results of the Mulliken charge analysis, in e, for atoms 1 through 6: -0.517 -0.259 -0.229 -0.622 -1.015 -0.104